<one>
64
Properties=species:S:1:pos:R:3:mulliken_charge:R:1 method="wB97M-V/def2-TZVPD" charge=+1 homo_energy_ev=-12.2 multiplicity=1
C 2.363 2.255 2.246 -0.7783
C 0.948 2.699 1.917 -0.5888
C 0.383 2.151 0.613 -0.6856
N 0.357 0.664 0.695 1.5319
N 2.380 0.883 2.813 -0.4279
H 2.782 2.981 2.955 0.4534
H 3.129 2.372 1.473 0.2957
H 0.302 2.437 2.751 0.2522
H 0.978 3.786 1.797 0.3591
H -0.596 2.595 0.526 0.2625
H 0.827 2.391 -0.348 0.4168
H -0.552 0.249 0.420 -0.3036
H 0.500 0.281 1.632 0.3796
H 1.095 0.238 0.136 -0.1760
H 2.726 0.911 3.756 0.2533
H 3.054 0.333 2.293 0.1031
H 2.233 -2.693 -3.878 0.2971
H 1.076 -2.433 -2.731 0.4317
O 1.612 -2.080 -3.491 -0.7552
H -0.155 5.101 -0.870 0.2843
H -0.036 4.918 -2.286 0.2866
O -0.233 4.380 -1.507 -0.5594
H -2.842 -0.210 1.538 0.2389
H -1.772 -0.976 2.431 0.2540
O -2.095 -0.835 1.536 -0.5220
H -2.904 2.035 3.364 0.2922
H -2.791 2.058 1.804 0.2514
O -2.303 2.107 2.626 -0.5621
H 0.048 -1.665 4.074 0.2911
H -0.189 -3.205 3.850 0.2860
O -0.493 -2.323 3.627 -0.6121
H 0.241 -1.081 -4.087 0.4023
H -0.539 -0.553 -5.374 0.2816
O -0.563 -0.643 -4.425 -0.6652
H 0.543 -2.588 1.433 0.2444
H 1.973 -2.255 0.865 0.2480
O 1.060 -1.945 0.935 -0.4534
H 0.175 2.328 -3.637 0.2148
H -0.120 0.747 -3.656 0.3707
O 0.014 1.555 -3.095 -0.5172
H 1.545 0.952 -2.260 0.2812
H 1.964 -0.530 -2.038 0.3481
O 1.928 0.334 -1.610 -0.7144
H 4.951 -0.316 -0.086 0.3207
H 3.518 -0.098 -0.437 0.3454
O 4.067 -0.489 0.264 -0.6786
H -5.189 0.656 1.442 0.2890
H -4.963 -0.250 2.642 0.2463
O -4.509 0.380 2.070 -0.5550
H -0.669 -3.089 -1.849 0.3353
H 0.416 -3.012 -0.785 0.3841
O 0.240 -3.383 -1.666 -0.7460
H -1.031 -0.105 -1.741 0.0942
H -2.391 0.437 -1.450 0.2341
O -1.669 -0.044 -1.020 -0.3815
H -3.884 -0.692 -0.436 0.2652
H -4.812 -0.837 -1.514 0.3297
O -4.694 -0.278 -0.739 -0.6625
H 3.833 -2.347 -0.187 0.3498
H 2.901 -3.128 -1.145 0.3186
O 3.206 -3.089 -0.236 -0.6967
H -2.194 -2.038 -0.265 0.3236
H -2.875 -3.340 -0.670 0.2371
O -2.306 -2.661 -1.001 -0.6436


<two>
64
Properties=species:S:1:pos:R:3:mulliken_charge:R:1 method="wB97M-V/def2-TZVPD" charge=+1 homo_energy_ev=-11.7 multiplicity=1
C 1.249 1.492 -1.769 0.3771
N 2.322 1.315 -2.726 -0.5371
C 1.586 0.973 -0.384 -0.4977
N 0.401 0.394 0.303 1.1128
C 0.715 0.241 1.741 -1.0586
H 0.993 2.554 -1.762 0.2431
H 0.323 1.085 -2.204 -0.4672
H 2.161 1.371 -3.715 0.2180
H 3.180 1.775 -2.486 0.1594
H 2.362 0.213 -0.494 0.2992
H 2.030 1.777 0.182 0.4252
H 0.245 -0.510 -0.142 -0.1576
H -0.394 0.959 -0.050 0.0000
H 1.457 -0.496 2.051 0.2424
H 0.819 1.184 2.247 0.4794
H -0.030 -0.427 2.202 0.3802
H 0.691 4.355 2.390 0.3070
H -0.397 5.325 2.168 0.2754
O -0.164 4.418 1.945 -0.5694
H -2.740 -1.699 4.009 0.3784
H -1.810 -2.363 3.072 0.1797
O -1.982 -2.325 4.017 -0.6207
H -4.251 2.223 0.772 0.2854
H -3.862 2.846 2.086 0.2572
O -3.516 2.675 1.202 -0.5123
H -0.158 -4.974 2.228 0.3112
H -0.208 -4.016 3.450 0.3092
O 0.099 -4.102 2.539 -0.5994
H 2.832 4.416 -0.535 0.2809
H 3.668 3.130 -0.866 0.2847
O 2.939 3.675 -1.136 -0.6041
H -1.628 -3.028 -2.297 0.2554
H -0.774 -1.735 -2.095 0.2982
O -0.972 -2.458 -2.693 -0.6184
H 1.075 -4.753 -1.581 0.3020
H 2.072 -4.779 -0.399 0.3001
O 1.212 -4.452 -0.677 -0.5558
H -4.380 -0.634 2.785 0.2930
H -3.658 0.648 3.397 0.2872
O -3.626 -0.305 3.279 -0.6140
H 2.207 -2.751 0.072 0.2729
H 3.421 -2.750 -0.707 0.2876
O 2.740 -2.119 -0.435 -0.5445
H -0.297 -2.822 0.775 0.1984
H -1.655 -2.377 1.089 0.2511
O -1.012 -2.298 0.376 -0.4571
H -2.700 0.521 -0.848 0.2361
H -2.357 2.012 -1.240 0.2814
O -2.138 1.273 -0.655 -0.6491
H 0.704 -3.271 -3.426 0.3643
H 2.160 -3.355 -3.021 0.3233
O 1.478 -3.850 -3.490 -0.6864
H -1.731 1.222 2.200 0.3116
H -1.589 2.595 2.980 0.2875
O -1.409 1.657 2.991 -0.5904
H -1.954 2.405 -3.473 0.2916
H -2.398 1.005 -3.603 0.3924
O -2.639 1.823 -3.134 -0.6724
H -0.163 0.228 -3.745 0.2703
H -0.909 -0.691 -4.593 0.3602
O -0.775 0.240 -4.492 -0.6713
H 3.922 1.042 2.230 0.2698
H 3.886 2.527 2.056 0.2651
O 3.327 1.747 2.038 -0.5218


How do the structures above rank in stability at the extremes? <one> comes first and <two> comes last.